# 1
{
  "formula": "C3H10N",
  "method": "ωB97M-V/def2-TZVPD",
  "symbols": ["N", "C", "C", "C", "H", "H", "H", "H", "H", "H", "H", "H", "H", "H"],
  "xyz": [[1.0438, 1.6160, -1.4287], [1.5682, 1.1529, -0.1756], [-1.9876, -2.0900, 2.1205], [0.5051, 0.8970, -2.3564], [2.0538, 0.1706, -0.2486], [2.2533, 1.8008, 0.3725], [-2.1118, -1.9228, 1.0386], [-1.2830, -1.2819, 2.3380], [0.8071, 0.9051, 0.5761], [0.6079, 1.2866, -3.3709], [-1.4757, -3.0389, 2.2275], [0.8208, 2.6088, -1.5199], [-2.9585, -1.9944, 2.5958], [0.1564, -0.1098, -2.1687]],
  "total_charge": 1,
  "homo_ha": -0.56539,
  "total_energy_ha": -174.72785,
  "lumo_ha": -0.2307,
  "relative_energy_ev": 2.2782
}


# 2
{
  "formula": "C16H14N2O2Pb",
  "method": "ωB97M-V/def2-TZVPD",
  "symbols": ["Pb", "O", "O", "N", "N", "C", "C", "C", "C", "C", "C", "C", "C", "C", "C", "C", "C", "C", "C", "C", "C", "H", "H", "H", "H", "H", "H", "H", "H", "H", "H", "H", "H", "H", "H"],
  "xyz": [[-0.5830, 1.2459, 1.1896], [-0.4859, 1.3968, -1.0011], [-2.2779, -0.1708, 0.9420], [0.5104, -0.9640, 1.4148], [1.8775, 1.2320, 0.6017], [-4.1650, -3.2002, 1.3659], [2.5917, 0.3491, 1.4912], [0.2735, 2.1998, -1.7073], [-3.8448, -1.8947, 1.0943], [-0.3058, 2.9014, -2.7866], [-1.5105, -2.3667, 1.5371], [-2.5128, -1.4213, 1.1825], [1.8186, 3.8575, -3.4235], [-1.8776, -3.7031, 1.7984], [2.4016, 1.6640, -0.4723], [0.4404, 3.7114, -3.6107], [1.9711, -1.0357, 1.3246], [-3.1775, -4.1295, 1.7295], [2.4133, 3.1731, -2.3902], [-0.0997, -2.0830, 1.5693], [1.6729, 2.3692, -1.5108], [3.4843, 3.2539, -2.2343], [-1.3683, 2.7695, -2.9457], [2.4523, 0.6935, 2.5203], [0.5190, -2.9770, 1.7164], [3.6663, 0.3057, 1.2803], [3.4717, 1.4983, -0.6582], [-3.4352, -5.1584, 1.9381], [-0.0481, 4.2343, -4.4240], [2.3798, -1.7328, 2.0621], [-4.6031, -1.1774, 0.8089], [2.2377, -1.3993, 0.3275], [-1.0936, -4.4076, 2.0570], [-5.1981, -3.5187, 1.2936], [2.4048, 4.4848, -4.0805]],
  "total_charge": 0,
  "homo_ha": -0.28456,
  "total_energy_ha": -1070.97148,
  "lumo_ha": 0.0079,
  "relative_energy_ev": 0.0223
}


# 3
{
  "formula": "C16H24ClNOSn",
  "method": "ωB97M-V/def2-TZVPD",
  "symbols": ["Sn", "Cl", "O", "N", "C", "C", "C", "C", "C", "C", "C", "C", "C", "C", "C", "C", "C", "C", "C", "C", "H", "H", "H", "H", "H", "H", "H", "H", "H", "H", "H", "H", "H", "H", "H", "H", "H", "H", "H", "H", "H", "H", "H", "H"],
  "xyz": [[-0.0410, -0.0884, 0.6402], [0.0102, -0.0909, -1.6946], [0.5667, 1.5625, 2.3043], [0.3852, 0.8294, 4.4592], [2.1391, -1.2382, 0.5786], [0.9777, -2.7501, 1.8756], [-2.6071, 0.3146, 0.8599], [-0.1533, -1.0649, -5.5053], [-1.0380, 1.3149, -5.2158], [-2.4046, 0.6522, 2.2476], [-2.6342, -1.1297, 0.7541], [1.4810, 0.8739, -5.1854], [1.6057, -1.8135, 2.7466], [2.3048, -0.8658, 1.9678], [-2.3269, -0.5570, 2.9762], [1.2960, -2.4225, 0.5363], [-2.4493, -1.6451, 2.0607], [1.1018, 3.0967, 4.0010], [0.6613, 1.7667, 3.5412], [0.0992, 0.3839, -5.3675], [1.0349, -2.9994, -0.3541], [-1.3875, 1.7698, -6.1563], [-1.0913, -1.3354, -4.9995], [-2.2349, -0.6391, 4.0638], [-2.8248, 1.0294, 0.0662], [1.9889, 1.1763, -6.1151], [0.4869, 1.0388, 5.4372], [2.7176, -0.8228, -0.2405], [-0.7800, 2.1247, -4.5174], [0.3984, 3.8470, 3.6437], [2.9118, -0.0327, 2.3308], [-2.8150, -1.7098, -0.1575], [0.6221, -1.6371, -4.9759], [0.0648, -0.0950, 4.2098], [-1.8889, 0.8002, -4.7456], [-2.3598, 1.6704, 2.6483], [1.6050, -1.8613, 3.8355], [2.0715, 3.3196, 3.5596], [-2.4602, -2.7012, 2.3359], [0.4092, -3.6203, 2.1990], [1.1703, 3.1444, 5.0819], [2.0942, 0.1045, -4.6935], [-0.2032, -1.4282, -6.5436], [1.4957, 1.7284, -4.4930]],
  "total_charge": 2,
  "homo_ha": [-0.51664, -0.51625],
  "total_energy_ha": -1427.85990,
  "lumo_ha": [-0.3227, -0.3227]
}


# 4
{
  "formula": "C30H26AlF5IN4O4S",
  "method": "ωB97M-V/def2-TZVPD",
  "symbols": ["I", "S", "Al", "F", "F", "F", "F", "F", "O", "O", "O", "O", "N", "N", "N", "N", "C", "C", "C", "C", "C", "C", "C", "C", "C", "C", "C", "C", "C", "C", "C", "C", "C", "C", "C", "C", "C", "C", "C", "C", "C", "C", "C", "C", "C", "C", "H", "H", "H", "H", "H", "H", "H", "H", "H", "H", "H", "H", "H", "H", "H", "H", "H", "H", "H", "H", "H", "H", "H", "H", "H", "H"],
  "xyz": [[-0.9769, 3.7952, -3.0839], [-0.8892, 1.3426, 1.6995], [-0.2885, -0.0385, 0.0166], [1.1371, -0.8800, 1.9596], [-0.8356, 2.6668, 4.3386], [0.6341, 2.0237, 6.4981], [2.3565, -0.0645, 6.4094], [2.5999, -1.5195, 4.1232], [5.6370, -0.9524, -2.3372], [0.5797, -4.2407, -2.7980], [3.6863, -1.0071, 0.5345], [-1.2863, 0.9272, -1.1811], [1.4718, 0.0497, -0.6443], [3.0310, -0.6585, -2.2837], [1.1559, -1.8797, -1.9388], [-3.3602, 1.1209, -1.9707], [2.1727, 2.2470, 0.1451], [4.1763, 2.5268, 1.4162], [-2.1324, 3.1394, -1.4027], [4.8009, -1.6060, 1.1793], [4.0957, 2.8351, -2.9721], [0.7507, 1.3104, 5.3845], [1.7539, -0.4939, 4.1818], [3.8160, 0.4992, -2.4945], [2.4183, 0.8895, 0.0277], [0.9923, -0.1497, 3.0869], [-0.7780, -1.8782, -0.3858], [5.4687, 2.6635, -2.9960], [-1.3614, -4.4626, -1.3380], [0.0229, -2.4975, -1.3390], [4.4239, 1.1619, 1.3297], [-0.0005, 1.6313, 4.2690], [-2.2485, 1.6551, -1.5051], [1.6318, 0.2458, 5.3429], [-2.1630, -3.8713, -0.3669], [3.0456, 3.0750, 0.8350], [0.0939, 0.9044, 3.0898], [3.2685, 1.7462, -2.7339], [3.5434, 0.3331, 0.6472], [1.8809, -0.8000, -1.5861], [6.0278, 1.4065, -2.7907], [7.0190, -1.2092, -2.5670], [-0.2593, -3.7842, -1.8199], [0.8106, -5.6466, -2.9137], [5.2035, 0.3223, -2.5417], [-1.8710, -2.6027, 0.1020], [2.1904, 1.8653, -2.7300], [-1.6104, -5.4476, -1.7057], [5.7398, -1.2447, 0.7543], [-1.5747, 3.4033, -0.5106], [7.1529, -2.2799, -2.4485], [7.1018, 1.2858, -2.8239], [4.7118, -2.6740, 1.0033], [-4.1506, 1.6843, -2.2315], [7.6445, -0.6858, -1.8414], [-3.0882, 3.6497, -1.4374], [7.3106, -0.9144, -3.5768], [1.5609, -5.9620, -2.1872], [-3.4293, 0.1173, -2.0527], [1.2903, 2.6540, -0.3346], [3.6625, 3.8107, -3.1522], [-2.5025, -2.1603, 0.8656], [6.1200, 3.5078, -3.1820], [1.1805, -5.8184, -3.9195], [2.8460, 4.1362, 0.9061], [-3.0230, -4.4104, 0.0099], [3.4755, -1.5097, -2.5942], [5.2984, 0.7484, 1.8134], [4.7852, -1.4182, 2.2549], [1.5261, -2.4290, -2.7007], [4.8765, 3.1598, 1.9471], [-0.0956, -6.2275, -2.7663]],
  "total_charge": 1,
  "homo_ha": -0.38461,
  "total_energy_ha": -3116.36970,
  "lumo_ha": -0.1148
}


# 5
{
  "formula": "C7H13N3O2ReSSbSe4Te",
  "method": "ωB97M-V/def2-TZVPD",
  "symbols": ["Re", "Te", "Sb", "Se", "Se", "Se", "Se", "S", "O", "O", "N", "N", "N", "C", "C", "C", "C", "C", "C", "C", "H", "H", "H", "H", "H", "H", "H", "H", "H", "H", "H", "H", "H"],
  "xyz": [[2.2355, -2.4224, 0.0143], [0.2047, -2.4182, 1.5995], [2.8705, -0.9945, 3.5831], [2.4247, -2.5361, 5.2303], [3.8546, -2.4753, 1.6266], [2.8231, -4.1252, -1.2075], [2.9966, 1.2789, 3.2018], [0.4444, -1.6789, -2.2632], [1.5537, -1.0017, -1.3977], [-1.2068, -1.0221, 0.9978], [-2.1242, 1.0153, 1.1588], [1.5182, 2.5995, 0.4700], [0.1875, 0.7749, 0.7810], [-1.0024, 0.2651, 0.9888], [-0.9484, -0.5698, -2.3977], [-2.0081, 2.3734, 1.0994], [-0.8192, 2.9644, 0.8750], [-3.4193, 0.3670, 1.4255], [1.0822, -1.6308, -3.9259], [0.3118, 2.1117, 0.7142], [1.5297, -0.6559, -4.1142], [-1.2829, -0.3670, -1.3871], [-4.1644, 1.1434, 1.5684], [-3.3484, -0.2412, 2.3230], [0.2481, -1.8152, -4.6032], [1.6847, 3.5907, 0.4291], [-0.7353, 4.0393, 0.8260], [1.8225, -2.4214, -4.0234], [-1.7158, -1.1328, -2.9306], [-3.7034, -0.2613, 0.5856], [2.3049, 1.9677, 0.4403], [-2.9220, 2.9325, 1.2416], [-0.6966, 0.3461, -2.9295]],
  "total_charge": 2,
  "homo_ha": -0.52849,
  "total_energy_ha": -11179.19362,
  "lumo_ha": -0.3035,
  "relative_energy_ev": 2.0884
}


# 6
{
  "formula": "C2H9NO3",
  "method": "ωB97M-V/def2-TZVPD",
  "symbols": ["O", "O", "O", "N", "C", "C", "H", "H", "H", "H", "H", "H", "H", "H", "H"],
  "xyz": [[-1.9782, 0.6460, 0.0522], [-1.1767, -0.8312, -2.6527], [3.5314, 0.0119, 0.9406], [-0.5775, -1.1463, 0.3935], [0.1859, 1.1761, 1.2067], [-0.8706, 0.2691, 0.4195], [-1.7695, -1.3307, -3.2323], [-1.7880, -0.5669, -1.9757], [-0.1673, 1.9714, 1.9101], [-0.5454, -1.6735, -0.5174], [0.3084, 1.8324, 0.3113], [3.6717, 0.5261, 0.1527], [0.2307, -1.2674, 1.0401], [1.1749, 0.7724, 1.4387], [4.0232, 0.4750, 1.6393]],
  "total_charge": -1,
  "homo_ha": [0.03549, -0.25134],
  "total_energy_ha": -362.02523,
  "s2": 0.7503,
  "lumo_ha": [0.1190, 0.1147],
  "relative_energy_ev": 0.4930,
  "multiplicity": 2
}


# 7
{
  "formula": "C36H23F9MnN4O4PSe",
  "method": "ωB97M-V/def2-TZVPD",
  "symbols": ["Se", "Mn", "P", "F", "F", "F", "F", "F", "F", "F", "F", "F", "O", "O", "O", "O", "N", "N", "N", "N", "C", "C", "C", "C", "C", "C", "C", "C", "C", "C", "C", "C", "C", "C", "C", "C", "C", "C", "C", "C", "C", "C", "C", "C", "C", "C", "C", "C", "C", "C", "C", "C", "C", "C", "C", "C", "H", "H", "H", "H", "H", "H", "H", "H", "H", "H", "H", "H", "H", "H", "H", "H", "H", "H", "H", "H", "H", "H", "H"],
  "xyz": [[4.6087, 3.4068, 3.6105], [1.6218, 1.5953, 0.4279], [0.3893, -0.0873, -0.8526], [-5.8050, -1.5879, 1.3424], [4.2234, -5.4958, 0.2169], [2.8275, -6.3720, -1.1971], [-2.0101, 2.5017, -6.5847], [-5.0618, -0.5224, 3.0751], [-4.6804, -2.6476, 2.8756], [4.5118, -5.2044, -1.9111], [-3.4438, 0.9103, -6.2473], [-1.5918, 0.4914, -7.2883], [1.7814, -2.3058, 2.9684], [2.4619, 0.4384, -2.6216], [3.1098, 1.7110, -0.8649], [1.2979, -0.0405, 1.8473], [2.6761, 2.4691, 1.6406], [0.7136, 3.5709, -0.4513], [-0.1288, 2.0166, 1.5385], [-0.4678, 1.2462, 2.5863], [-1.0796, 5.0924, -0.1115], [-0.3311, 0.2337, -2.5081], [2.7573, -4.0320, -0.8920], [-0.8880, 2.9831, 1.2082], [-4.7622, -1.4956, 2.1931], [0.6876, -2.8671, -1.2105], [-0.9346, -1.2378, 5.9090], [1.2547, 4.4144, -1.3247], [3.4577, 2.8484, 2.4377], [-1.1613, -0.5696, 0.0524], [-1.0598, -0.4208, -4.7079], [0.6712, 5.6265, -1.6508], [0.1990, -0.6859, 3.8438], [-0.7048, -0.3667, 4.8675], [3.3733, -2.8503, -0.5084], [-2.3275, 0.1791, -0.1312], [-3.4928, -1.1873, 1.4544], [-0.7253, 1.5406, -2.7932], [3.2191, 1.2133, -2.0653], [-2.1261, 1.1980, -6.2787], [-1.4676, 0.8769, -4.9684], [0.8879, -1.9137, 3.8979], [3.5788, -5.2877, -0.9441], [-0.4199, 3.9070, 0.1707], [-3.4842, -0.1227, 0.5652], [0.6356, -2.7989, 4.9438], [-0.4898, -0.7413, -3.4855], [-2.3536, -1.9470, 1.6461], [0.3904, 0.2313, 2.7077], [-1.2997, 1.8645, -4.0136], [1.4173, -4.0480, -1.2324], [2.6471, -1.6730, -0.5037], [-0.5253, 5.9614, -1.0392], [-0.2619, -2.4611, 5.9351], [1.3006, -1.6664, -0.8710], [-1.1942, -1.6379, 0.9461], [-0.1515, -1.7535, -3.3202], [-2.0034, 5.3270, 0.4057], [-2.3591, -2.7705, 2.3503], [-1.1769, -1.1854, -5.4661], [4.4176, -2.8495, -0.2136], [1.1669, -3.7434, 4.9566], [3.1369, -0.7559, -0.2063], [-1.8161, 3.1469, 1.7472], [-1.6023, 2.8823, -4.2228], [-4.3821, 0.4686, 0.4188], [-0.5755, 2.3177, -2.0586], [2.1841, 4.0930, -1.7821], [-2.3378, 1.0110, -0.8234], [-1.2207, 0.5816, 4.8099], [-1.0187, 6.8979, -1.2717], [-1.6300, -0.9777, 6.6981], [4.0875, 1.5935, -2.6144], [-0.3048, -2.2277, 1.1271], [1.1468, 6.2854, -2.3658], [1.9039, -1.5560, 2.3527], [-0.4441, -3.1588, 6.7443], [0.9340, -4.9785, -1.4992], [-0.3767, -2.9016, -1.4155]],
  "total_charge": 0,
  "homo_ha": [-0.29965, -0.30060],
  "total_energy_ha": -6698.38971,
  "s2": 6.0763,
  "lumo_ha": [-0.0624, -0.0550],
  "relative_energy_ev": 0.0000,
  "multiplicity": 5
}


# 8
{
  "formula": "C45H50CaFN17O3Se",
  "method": "ωB97M-V/def2-TZVPD",
  "symbols": ["Se", "Ca", "F", "O", "O", "O", "N", "N", "N", "N", "N", "N", "N", "N", "N", "N", "N", "N", "N", "N", "N", "N", "N", "C", "C", "C", "C", "C", "C", "C", "C", "C", "C", "C", "C", "C", "C", "C", "C", "C", "C", "C", "C", "C", "C", "C", "C", "C", "C", "C", "C", "C", "C", "C", "C", "C", "C", "C", "C", "C", "C", "C", "C", "C", "C", "C", "C", "C", "H", "H", "H", "H", "H", "H", "H", "H", "H", "H", "H", "H", "H", "H", "H", "H", "H", "H", "H", "H", "H", "H", "H", "H", "H", "H", "H", "H", "H", "H", "H", "H", "H", "H", "H", "H", "H", "H", "H", "H", "H", "H", "H", "H", "H", "H", "H", "H", "H", "H"],
  "xyz": [[-0.2731, -2.7705, -3.0986], [0.8206, 0.0653, -1.7911], [3.8816, 4.2445, 2.7529], [-3.0530, 0.5421, -0.0699], [1.1050, 1.1026, 0.1340], [-1.2334, 0.1495, -1.3085], [3.2572, -1.2968, -0.2081], [-0.9104, -4.7503, -1.1000], [0.7821, -0.5965, -5.1153], [-1.5113, 3.9101, 1.6525], [0.8419, 2.3054, -2.2444], [0.5168, 3.0103, -1.1568], [0.8330, 1.2519, -6.2543], [0.1571, 4.2194, -1.4274], [-2.5226, -3.3242, -1.4378], [0.2307, 4.3752, -2.7460], [2.1309, 5.9376, 4.1392], [0.8185, -0.1096, -6.3038], [0.7640, 0.4215, -4.1973], [3.2194, 0.0227, -2.2603], [0.8313, 2.8515, -4.5226], [2.0751, -1.5409, -0.4118], [1.6608, 6.9124, 6.3177], [-0.5365, -3.1798, 1.6332], [-3.2502, -6.2339, 1.3764], [3.2870, 5.6707, 4.9680], [0.2040, -4.0575, 2.4102], [1.5906, -4.1130, 2.2770], [3.8885, -0.4125, -1.1969], [-1.9562, 2.8162, 0.9189], [0.7970, 1.5080, -4.9727], [0.1035, -2.3645, 0.7058], [-1.9418, -5.1152, -0.2471], [0.3183, 4.9336, 2.8669], [-3.2707, -2.1606, -1.9485], [1.9311, 7.3568, 3.9348], [-4.7902, -3.6035, -3.4587], [1.6753, 5.0066, 3.1577], [3.1052, 6.4866, 6.2748], [-4.1710, -4.3017, 0.2221], [-1.2686, -3.6529, -1.8240], [5.1757, 1.2038, -2.9482], [0.6322, 3.1762, -3.2095], [-1.1772, 1.9360, 0.2903], [-2.8895, 4.9572, 3.5250], [-3.8286, 4.6075, 2.4014], [-2.9703, -4.2076, -0.4627], [-0.1579, 4.0231, 1.9265], [-1.8997, 0.7846, -0.4149], [-2.4104, 4.9349, 2.0938], [1.2229, -6.2178, -4.1308], [-4.0598, -4.9348, -3.6561], [3.8515, 0.8205, -3.1195], [1.3953, 7.9516, 5.2567], [2.5429, 4.1451, 2.5108], [-2.0526, -6.1398, 0.6795], [0.3262, 2.1702, 0.2189], [2.0862, 3.2154, 1.6095], [0.0282, -6.7111, -3.3219], [2.2333, -3.2877, 1.3667], [0.3889, -5.4147, -1.1515], [5.2020, -0.0969, -0.9514], [-4.2946, -5.3310, 1.1468], [1.4779, -2.4269, 0.5918], [0.7436, 3.1599, 1.2935], [5.8594, 0.7365, -1.8454], [-3.8679, -2.3895, -3.3247], [0.3070, -6.7794, -1.8215], [1.1265, 6.0910, 6.0114], [-0.2615, -7.7068, -3.6680], [-5.4530, -3.6671, -2.5872], [-3.3786, -7.0245, 2.1041], [-3.0239, 2.6708, 0.8890], [1.2555, -7.2983, -1.6448], [3.3161, 5.9106, 7.1716], [-5.4420, -3.4416, -4.3205], [-0.4719, -1.6779, 0.0898], [-4.4181, -1.4744, -3.5592], [-4.9761, -3.6008, 0.0490], [6.8932, 1.0078, -1.6754], [-2.9970, 5.9119, 4.0246], [0.3215, 8.1238, 5.2439], [-4.7522, -5.7213, -3.9631], [5.6460, 1.8499, -3.6763], [-0.8306, -6.0563, -3.5023], [3.6984, 7.3977, 6.2886], [-0.4704, -7.3709, -1.3282], [1.0013, -6.2055, -5.1992], [1.3550, 7.2084, 7.2412], [3.3068, -3.3166, 1.2407], [-4.1506, 3.5798, 2.3293], [1.2187, 7.5225, 3.1318], [4.2326, 5.9655, 4.5060], [2.0907, -6.8667, -3.9763], [1.9080, 8.8628, 5.5545], [3.3350, 4.6071, 5.1845], [0.5437, 3.5341, -5.2032], [5.6834, -0.4988, -0.0701], [2.8699, 7.8556, 3.6624], [2.7627, 2.5272, 1.1156], [-2.2292, 5.9052, 1.6406], [-2.5697, 4.1343, 4.1517], [1.0492, -4.7404, -1.6953], [-3.0567, -2.4617, -4.0536], [-3.2938, -4.8404, -4.4301], [0.7543, -5.4944, -0.1250], [3.2689, 1.1455, -3.9735], [-5.2197, -5.4356, 1.6984], [-3.5643, -5.2821, -2.7476], [-0.2977, -4.7071, 3.1175], [-4.5719, 5.3337, 2.1058], [1.4933, -5.1964, -3.8590], [-1.6139, -3.1306, 1.7324], [-2.5919, -1.3119, -1.9425], [-0.3753, 5.5716, 3.4034], [2.1693, -4.8014, 2.8800], [-4.0512, -1.9555, -1.2157], [-1.2409, -6.8340, 0.8553]],
  "total_charge": 0,
  "homo_ha": -0.24003,
  "total_energy_ha": -6080.30141,
  "lumo_ha": -0.0579,
  "relative_energy_ev": 1.2531
}